# 1
# C27H58N2O9P

7 unconnected molecules or ions with the total composition C27H58N2O9P (ωB97M-V/def2-TZVPD, OMol25).

Output
2S+1 ... 1
Orbital gap ... 7.002 eV
E_HOMO ... -0.175 Ha
Energy ... -59636.8908 eV
Charge ... -1

Geometry as XYZ:
```
97
Properties=species:S:1:pos:R:3:forces:R:3:lowdin_charge:R:1
C 1.9745 -0.4505 1.7614 0.107 -0.158 -0.201 -0.01
C 0.6514 -0.3525 1.0261 -0.176 0.327 -0.393 -0.58
O -0.1108 -1.3133 1.0039 -0.032 -0.021 0.247 0.00
N 0.3117 0.8698 0.4628 0.307 -0.406 0.274 -0.15
C 1.4430 1.5864 -0.1120 -0.149 -0.023 0.007 -0.13
P -0.8538 1.8254 1.6552 0.147 0.319 -0.019 0.65
C -2.2878 1.0553 0.7709 -0.122 0.076 -0.225 -0.32
C -3.6574 1.4060 1.3212 -0.127 0.114 0.152 -0.27
C -4.7466 0.6112 0.6151 -0.024 0.070 0.293 -0.24
C -6.1780 0.7796 1.1327 -0.101 0.017 0.033 -0.26
N -7.1086 1.0363 0.0183 -0.205 0.125 0.094 -0.02
O -0.8267 3.2070 0.5618 -0.139 -0.186 0.194 -0.31
C -0.3959 4.3265 1.2785 -0.048 0.038 -0.131 -0.30
C 0.8366 3.8669 2.0532 -0.044 -0.012 0.073 -0.31
O 0.5861 2.5513 2.4414 0.020 -0.096 0.030 -0.34
H 1.9730 0.3327 2.5234 0.018 -0.040 0.035 0.07
H 2.8169 -0.2603 1.0938 0.015 -0.008 0.016 0.06
H 2.0836 -1.4372 2.2076 -0.052 0.038 0.026 0.08
H 1.0714 2.5234 -0.5188 0.034 -0.023 -0.024 0.08
H 1.8526 1.0038 -0.9420 0.075 0.034 0.013 0.07
H 2.2494 1.8013 0.5927 -0.013 0.098 0.007 0.04
H -1.7040 2.5689 2.5539 0.000 0.033 0.009 0.03
H -0.7169 0.7703 2.6124 0.010 -0.025 -0.047 0.04
H -2.2081 1.3841 -0.2696 -0.030 -0.087 -0.032 0.09
H -2.1394 -0.0275 0.7884 0.039 0.013 0.007 0.05
H -3.8397 2.4820 1.2077 -0.008 -0.029 0.024 0.11
H -3.7033 1.2042 2.3996 0.051 -0.017 -0.019 0.11
H -4.7537 0.8688 -0.4499 0.026 0.178 0.217 0.10
H -4.4578 -0.4455 0.6779 -0.131 0.187 0.102 0.09
H -6.5240 -0.1333 1.6202 0.065 0.015 0.050 0.09
H -6.2185 1.5678 1.8962 0.083 0.011 -0.028 0.11
H -8.0631 0.9640 0.3556 0.019 -0.059 -0.017 0.05
H -7.0120 2.0001 -0.2866 0.115 -0.053 -0.075 0.06
H -0.1617 5.1536 0.5994 -0.027 -0.069 -0.054 0.11
H -1.1899 4.6602 1.9636 0.095 0.061 0.061 0.10
H 1.7204 3.9174 1.3963 0.006 0.034 0.034 0.09
H 1.0247 4.5061 2.9284 -0.014 -0.019 -0.017 0.11
C -0.2015 -1.0085 -4.6695 0.006 0.016 0.007 -0.03
C -0.2538 -0.5121 -3.2396 -0.120 -0.054 0.276 -0.48
O 0.2702 0.5229 -2.9052 0.077 0.062 -0.329 0.07
C -0.9965 -1.3663 -2.2403 0.108 0.201 -0.269 -0.03
H 0.3498 -0.3089 -5.2939 -0.004 -0.003 0.008 0.07
H 0.2758 -1.9899 -4.7082 0.005 -0.003 0.009 0.08
H -1.2161 -1.1296 -5.0553 -0.003 0.000 -0.003 0.08
H -0.5548 -2.3657 -2.1986 0.045 0.047 -0.007 0.09
H -2.0363 -1.4896 -2.5606 0.189 0.111 -0.046 0.06
H -0.9528 -0.9032 -1.2554 0.017 -0.019 0.028 0.06
C 3.2960 1.0004 -4.0613 0.005 -0.075 0.065 -0.02
C 4.3345 0.6406 -5.0853 0.043 0.109 0.003 -0.50
O 4.3671 -0.4358 -5.6378 -0.016 -0.019 0.001 0.06
C 5.3587 1.7107 -5.3993 -0.012 -0.015 0.011 -0.03
H 2.6100 0.1774 -3.8907 0.002 0.003 -0.009 0.06
H 3.7756 1.2702 -3.1170 -0.001 0.005 0.002 0.09
H 2.7260 1.8747 -4.3817 0.001 0.001 -0.009 0.09
H 5.8927 1.9906 -4.4891 0.002 -0.013 0.003 0.08
H 4.8568 2.6114 -5.7587 -0.006 -0.007 -0.009 0.08
H 6.0593 1.3501 -6.1482 0.004 0.005 -0.002 0.07
C -5.2747 -2.8957 3.2705 -0.003 0.053 0.093 -0.01
C -6.7730 -2.8207 3.0905 0.050 0.084 0.109 -0.51
O -7.4253 -1.9167 3.5629 -0.085 -0.082 0.038 0.05
C -7.3557 -3.8777 2.1916 0.160 0.435 0.100 -0.02
H -4.9230 -2.0471 3.8516 0.006 -0.008 0.019 0.08
H -5.0015 -3.8285 3.7686 0.006 -0.002 -0.003 0.08
H -4.7876 -2.9023 2.2932 -0.011 -0.016 -0.003 0.07
H -7.1386 -4.8822 2.5554 0.098 0.007 -0.079 0.08
H -6.8032 -3.6942 1.2678 -0.263 -0.481 -0.311 0.06
H -8.4243 -3.7378 2.0533 0.006 0.020 0.008 0.08
C -2.9764 -3.0601 -0.5133 -0.230 -0.124 0.032 -0.01
C -4.4217 -2.7565 -0.8192 0.230 0.201 -0.005 -0.48
O -5.3240 -3.4485 -0.3963 -0.083 -0.083 0.038 0.04
C -4.6891 -1.5217 -1.6399 0.108 -0.191 -0.230 -0.02
H -2.9022 -3.9604 0.0913 -0.011 -0.015 0.026 0.09
H -2.4153 -3.1856 -1.4418 -0.136 -0.080 0.205 0.06
H -2.5261 -2.2176 0.0182 0.103 -0.017 -0.009 0.07
H -4.1847 -1.5975 -2.6061 -0.066 -0.078 -0.044 0.08
H -4.2790 -0.6471 -1.1296 0.037 -0.503 -0.471 0.04
H -5.7584 -1.3872 -1.7798 -0.034 0.048 0.006 0.09
C 6.8348 2.5732 1.4704 -0.030 0.008 0.002 -0.03
C 5.3979 2.1241 1.3102 -0.012 0.016 0.064 -0.49
O 5.0321 1.5395 0.3168 0.070 0.027 -0.034 0.05
C 4.4671 2.4336 2.4533 -0.048 0.005 -0.078 -0.01
H 7.4125 2.2980 0.5913 0.003 0.000 0.003 0.08
H 6.8746 3.6542 1.6190 -0.006 0.000 -0.005 0.08
H 7.2673 2.1126 2.3610 0.001 -0.013 -0.007 0.08
H 4.4383 3.5118 2.6268 0.027 -0.002 0.022 0.09
H 4.8383 1.9647 3.3673 -0.005 0.004 0.005 0.09
H 3.4616 2.0820 2.2364 -0.002 0.005 0.058 0.05
C 7.5390 -3.6301 0.4908 -0.032 0.005 0.008 -0.03
C 6.6895 -2.5651 1.1523 0.062 -0.038 -0.087 -0.50
O 6.5690 -2.5182 2.3538 0.008 0.034 0.019 0.07
C 6.0274 -1.5775 0.2290 -0.086 -0.030 0.045 -0.02
H 7.9720 -4.2823 1.2447 0.005 -0.004 -0.003 0.08
H 6.9309 -4.2139 -0.2030 -0.007 -0.003 0.010 0.08
H 8.3303 -3.1627 -0.0989 0.002 0.007 0.009 0.08
H 5.4058 -2.1018 -0.5002 0.017 -0.014 -0.004 0.09
H 6.7858 -1.0318 -0.3367 -0.007 0.019 0.005 0.09
H 5.4115 -0.8751 0.7818 0.022 -0.005 0.005 0.06
```
Positions in Å, forces in eV/Å.

***

# 2
# C27H58NO17S

A molecular structure, C27H58NO17S at a distorted geometry (ωB97M-V/def2-TZVPD, OMol25).

Output
2S+1 ... 1
Orbital gap ... 3.693 eV
E_HOMO ... -0.067 Ha
Energy ... -76044.4803 eV
Charge ... -1

Geometry as XYZ:
```
104
Properties=species:S:1:pos:R:3:forces:R:3:lowdin_charge:R:1
N -0.3932 0.4051 -0.0033 4.673 3.736 -6.808 0.39
H -0.2402 0.1411 0.8067 1.274 -1.135 11.419 0.01
H -0.3602 -0.4539 -0.3063 -0.155 -6.206 -3.993 0.06
H 0.4298 0.8721 -0.3323 0.730 1.043 -0.237 0.12
H -1.1842 0.8111 -0.2503 -3.916 2.887 -1.099 0.03
S -1.0022 3.2671 1.9527 -1.281 -1.973 -0.518 0.28
O -0.0392 3.6651 2.9167 2.033 1.401 2.553 -0.37
O -2.2002 4.1011 1.9357 -0.044 0.663 -0.862 -0.39
O -0.2512 3.1161 0.6667 -1.003 -0.276 -0.856 -0.42
O -1.5102 1.8691 2.3907 3.965 7.418 -1.750 -0.56
O 1.0098 -0.6449 -2.5893 3.214 -4.552 -0.642 0.02
C 1.5848 -1.7989 -2.6983 -2.536 4.474 2.470 -0.41
O 2.9108 -2.0299 -2.6363 -3.130 -2.136 0.226 -0.01
C 3.8768 -1.1249 -2.3203 0.030 5.902 1.088 -0.28
C 4.9728 -1.7419 -1.6283 1.013 -1.528 -0.061 -0.08
C 0.7328 -3.0499 -2.8123 4.055 -2.220 1.096 0.02
H 3.5988 -0.1149 -1.6773 -0.362 -2.671 -1.624 0.17
H 4.1978 -0.7779 -3.2623 0.681 0.948 -1.176 0.11
H 5.2958 -2.6259 -2.0743 0.519 -1.679 -1.510 0.07
H 4.7478 -2.1029 -0.7063 -1.522 -0.830 3.096 0.05
H 5.8758 -1.2749 -1.3973 1.238 1.974 -0.348 0.07
H 0.1228 -2.7609 -3.5763 -1.545 -0.139 -2.889 0.03
H -0.0202 -3.3419 -2.0523 1.121 0.676 0.357 0.10
H 1.5708 -3.9319 -3.0003 -2.779 1.894 0.083 0.15
O -2.4142 -0.9209 -1.6983 1.494 0.778 -0.833 0.10
C -3.0832 -0.4069 -2.5633 -3.873 -1.842 1.590 -0.51
O -2.7832 0.1361 -3.7163 1.032 0.364 -0.918 0.03
C -1.3702 0.4321 -3.9213 -1.238 0.922 1.449 -0.24
C -1.2232 1.4611 -4.9553 1.389 4.368 -1.009 -0.09
C -4.6262 -0.5179 -2.4083 0.566 4.401 -0.126 0.02
H -0.8352 -0.4019 -4.2583 0.511 -1.609 -0.117 0.09
H -1.0712 0.6851 -2.9253 0.980 0.336 0.246 0.09
H -0.0842 1.8081 -5.0833 -2.230 -1.535 -0.078 0.12
H -1.6282 2.5681 -4.7933 0.100 -2.564 0.238 0.10
H -1.7052 1.0741 -5.8623 0.586 0.354 -0.154 0.07
H -5.0932 -0.8749 -3.2473 -0.687 -1.066 -2.676 0.04
H -5.1702 0.5441 -2.3353 1.599 -2.027 0.239 0.15
H -4.9792 -1.1269 -1.6473 0.382 -0.860 1.802 0.03
O 2.8008 0.1191 0.7797 1.165 1.795 0.532 0.06
C 3.5608 0.9331 1.2987 -1.582 -2.758 2.536 -0.39
O 3.2648 1.4581 2.6137 6.593 0.799 -5.506 -0.01
C 2.1068 1.2051 3.1617 -5.010 0.242 -0.030 -0.35
C 2.0538 1.8271 4.5057 1.813 -0.216 3.577 -0.06
C 4.9838 1.2021 0.8857 1.906 -4.611 -2.617 0.01
H 1.9758 0.1651 3.2537 -0.214 -1.852 0.391 0.09
H 1.2928 1.4941 2.4327 0.281 0.314 1.200 0.14
H 3.0158 1.5771 5.1837 -1.667 0.008 -1.734 0.11
H 1.2488 1.4771 5.1377 -0.497 -0.567 -0.265 0.06
H 1.9838 2.8811 4.6967 -0.096 0.788 -1.233 0.06
H 5.3268 0.9451 -0.2353 -1.682 1.157 2.249 0.11
H 5.9008 0.6681 1.3677 -2.314 -0.087 0.129 0.12
H 5.1928 2.1041 1.2177 1.032 4.928 0.642 0.01
O 2.3448 2.4611 -1.0323 0.239 2.400 -6.171 0.03
C 2.5068 2.9721 -2.2263 2.428 -1.894 4.736 -0.45
O 1.6898 3.6731 -2.9603 1.026 -1.344 -1.421 -0.03
C 0.4418 3.8821 -2.4743 -4.058 3.128 2.137 -0.25
C -0.2712 5.0021 -3.3863 0.011 -2.396 -1.516 -0.07
C 3.8518 2.9331 -2.9893 0.967 -1.665 0.164 0.00
H 0.6688 4.3741 -1.4433 -1.513 -1.478 -1.199 0.15
H -0.3212 2.9691 -2.4623 2.129 1.651 0.315 0.15
H -1.3622 5.0561 -3.0403 1.758 0.588 -0.516 0.10
H -0.2642 4.5601 -4.4583 -0.474 0.270 1.476 0.06
H 0.3118 5.9201 -3.6423 -0.647 -0.333 1.348 0.07
H 4.5138 3.7951 -2.9313 -0.785 0.829 0.290 0.06
H 3.6428 2.8351 -4.1373 0.632 -0.563 2.248 0.11
H 4.5678 2.2021 -2.4033 -1.659 0.569 -1.834 0.10
O 0.3528 -2.2379 1.3837 3.465 -2.836 2.069 0.04
C 1.1338 -2.9609 2.1037 -3.631 2.152 -2.345 -0.39
O 1.8958 -3.9579 1.6067 0.318 1.580 1.745 0.00
C 2.0058 -4.1769 0.2277 -0.811 -0.173 -1.531 -0.25
C 2.8898 -5.3509 0.0327 -6.108 -4.880 -2.822 -0.07
C 1.1108 -2.8129 3.6207 -6.081 -2.064 -2.067 0.04
H 2.4718 -3.3449 -0.4353 -1.175 -0.829 1.586 0.15
H 1.0098 -4.4799 -0.1013 -0.093 0.698 -0.419 0.12
H 2.7788 -5.7269 -1.0443 0.546 0.904 1.224 0.11
H 2.8068 -6.3479 0.5877 -1.103 1.526 -0.107 0.11
H 3.7668 -5.1279 0.2647 8.050 2.178 1.281 -0.02
H 1.8708 -2.2729 3.9447 3.580 1.845 2.061 0.03
H 0.6608 -3.6699 4.1417 1.873 -0.830 -0.049 0.11
H 0.1348 -2.3079 3.8537 1.207 0.884 -0.908 0.07
O -3.9892 -1.4729 2.2697 -7.564 -1.074 -14.079 -0.02
C -4.0092 -0.4929 1.5477 1.986 2.282 -2.899 -0.33
O -5.1582 0.1191 0.9477 0.129 0.685 1.467 -0.05
C -6.3042 -0.6619 0.9687 0.115 0.512 -1.809 -0.33
C -7.1072 -0.4669 -0.3283 -3.474 -0.973 1.561 -0.08
C -2.8102 0.4921 1.4347 -4.696 -1.119 -7.003 -0.02
H -6.8952 -0.4739 1.7787 -2.271 2.206 2.240 0.07
H -6.1762 -1.6319 1.3777 1.260 -2.067 -1.248 0.10
H -6.5702 -0.6109 -1.2313 0.121 -0.909 -0.394 -0.03
H -7.4712 0.6161 -0.4873 0.123 -1.635 0.872 0.09
H -8.1162 -1.3169 -0.1843 2.871 2.798 -0.901 0.15
H -2.2082 0.6831 0.4977 -3.641 0.052 0.787 0.08
H -1.8082 0.0691 1.8707 -0.795 -4.841 -5.419 0.09
H -3.1002 1.4991 1.8177 -0.279 -1.282 -0.584 0.15
C -1.4472 0.1191 3.3927 -4.478 -4.739 4.360 -0.13
C -2.2202 -1.0149 4.0327 -0.920 -0.789 -2.508 -0.22
O -3.2172 -1.7059 3.4527 9.953 1.360 16.954 -0.03
C -1.7532 -1.4039 5.3897 -1.016 -4.186 -2.126 -0.04
H -0.5092 -0.1079 3.4877 5.812 -1.343 0.615 0.02
H -1.5942 0.9791 3.9417 -0.530 1.556 1.582 0.11
H -2.0042 0.5211 2.3627 -0.050 3.288 7.828 -0.08
H -0.6922 -1.5399 5.4577 0.636 0.445 0.361 0.05
H -2.2622 -2.4289 5.4347 0.559 1.300 1.296 0.11
H -2.1542 -0.6139 5.9367 -0.553 0.924 1.728 0.07
```
Positions in Å, forces in eV/Å.

***

What is the energy in the first record?
-59636.8908 eV

***

Which of these has the highest E_HOMO?
C27H58NO17S